Computed, not measured: a 10-piece molecular cluster, C36H61NO27 overall at a distorted geometry, with ωB97M-V/def2-TZVPD.

For the gap between HOMO and LUMO, the calculation gives 10.5 eV. Its net charge is 0. The value obtained for the maximum force is 9.045 eV/A. The SMILES is C[C@H]1COC(=O)O1.C[C@H]1COC(=O)O1.C[C@H]1COC(=O)O1.C[C@H]1COC(=O)O1.C[C@H]1COC(=O)O1.COC(=O)OC.COC(=O)OC.COC(=O)OC.COC(=O)OC.CCCC#N.

```
125
Properties=species:S:1:pos:R:3:forces:R:3:mulliken_charge:R:1
C -1.642 -4.521 0.164 -0.276 -0.825 0.521 -0.114
C -1.827 -5.730 -0.777 0.048 2.392 0.900 0.298
C -3.179 -5.980 -1.344 -0.768 1.298 -0.120 -0.611
O -3.019 -5.761 -2.765 -3.045 -0.541 1.160 -0.425
C -1.775 -5.515 -3.066 1.809 -0.139 -0.111 0.654
O -1.358 -5.419 -4.179 0.104 0.244 0.668 -0.554
O -1.055 -5.452 -1.907 1.460 -0.071 -1.598 -0.378
H -0.582 -4.442 0.378 0.105 -0.105 0.139 -0.287
H -2.163 -4.647 1.141 0.213 0.194 -0.750 0.556
H -1.898 -3.574 -0.307 -0.313 -0.125 -0.002 -0.376
H -1.532 -6.620 -0.295 0.993 -1.001 0.529 0.603
H -3.974 -5.400 -0.854 0.194 0.574 -0.762 0.146
H -3.458 -6.952 -1.095 -0.525 -2.022 -0.495 0.476
C -5.392 -1.443 -0.327 -1.361 -1.342 -1.483 -1.761
C -4.319 -2.308 -1.004 -1.691 -0.792 2.134 0.836
C -4.510 -2.824 -2.400 -2.443 -2.254 -0.022 -0.410
O -3.271 -2.640 -3.004 -0.937 -0.858 -1.612 -0.283
C -2.502 -1.954 -2.215 1.711 -0.296 0.755 -0.494
O -1.356 -1.766 -2.447 0.893 0.932 -0.170 -0.258
O -3.106 -1.647 -1.063 1.150 1.433 0.000 0.568
H -5.073 -1.097 0.625 0.414 0.295 0.803 0.356
H -6.327 -2.060 -0.184 1.006 0.454 -0.026 0.381
H -5.714 -0.616 -0.956 0.169 0.155 -0.006 0.409
H -4.156 -3.164 -0.342 -0.029 -0.027 0.122 0.215
H -5.317 -2.356 -2.932 -0.131 0.854 -0.519 0.414
H -4.850 -3.922 -2.419 1.017 1.396 0.065 0.148
C 4.167 4.373 -4.119 0.395 1.469 0.002 -1.371
C 3.352 3.103 -4.229 1.032 -0.349 1.625 0.355
C 2.804 2.386 -2.928 1.083 2.519 0.391 0.027
O 1.412 2.500 -3.091 -1.225 -1.038 0.651 0.063
C 1.091 3.140 -4.203 -2.262 0.144 -1.969 0.324
O -0.022 3.369 -4.653 1.812 -0.511 1.560 -0.600
O 2.189 3.457 -4.865 -0.959 0.557 -1.919 -0.374
H 5.199 4.179 -3.880 0.471 -0.315 0.168 0.403
H 3.804 5.033 -3.295 -0.029 -0.416 -0.662 0.291
H 4.210 5.000 -5.084 -0.455 -1.231 1.339 0.298
H 3.894 2.323 -4.734 0.161 -0.081 -0.943 0.407
H 3.025 2.983 -2.019 0.276 -0.532 -0.325 0.006
H 3.159 1.376 -2.825 -0.237 -0.449 0.009 -0.001
C 3.829 0.455 3.255 1.100 0.946 0.488 -1.133
C 4.317 0.178 1.810 -2.885 -0.571 0.806 2.182
C 4.379 1.406 0.921 0.035 0.799 2.312 0.735
O 5.697 1.384 0.417 -1.969 3.520 -1.805 -0.386
C 6.382 0.492 0.987 4.754 -1.790 -0.274 0.505
O 7.581 0.352 0.756 -2.158 -0.412 0.973 -0.649
O 5.617 -0.250 1.760 2.098 -2.093 1.830 -0.459
H 3.847 -0.360 4.000 0.407 -0.068 -0.792 0.364
H 2.834 0.892 3.399 0.132 -0.093 -0.885 -0.273
H 4.541 1.234 3.581 -0.252 -0.234 0.463 0.440
H 3.700 -0.633 1.408 0.009 0.341 -0.261 -1.033
H 4.153 2.318 1.519 0.436 -0.354 -0.650 0.230
H 3.729 1.311 0.140 -1.785 0.061 -2.152 -0.533
C -3.067 1.556 -4.040 -1.955 -0.041 0.321 -1.191
C -3.563 2.366 -2.836 0.258 -1.118 -2.907 0.325
C -4.169 1.479 -1.785 -2.561 -0.882 -1.099 0.460
O -3.576 1.935 -0.628 -1.303 -0.653 2.123 -0.165
C -2.667 2.815 -0.911 4.100 2.533 4.116 0.414
O -1.949 3.363 -0.049 -2.141 -1.463 -2.214 -0.508
O -2.527 2.995 -2.184 1.562 1.106 -0.357 -0.272
H -2.255 1.954 -4.597 0.214 1.160 -0.695 0.276
H -4.019 1.390 -4.607 1.139 -0.082 -0.171 0.362
H -2.672 0.615 -3.738 0.066 -1.031 0.540 0.209
H -4.190 3.164 -3.208 -0.649 0.052 0.066 0.294
H -3.986 0.397 -1.863 0.282 0.518 -0.342 -0.708
H -5.291 1.597 -1.808 1.017 0.017 0.558 0.304
C 0.738 4.621 -1.051 -2.192 -3.212 -0.010 -0.473
O 1.647 4.286 -0.038 0.970 -0.799 4.272 -0.300
C 1.265 4.423 1.306 -6.469 3.295 0.334 0.599
O 0.207 5.242 1.699 6.858 -5.009 -2.210 -0.642
O 1.891 3.540 2.109 0.537 1.825 -2.113 0.010
C 1.483 3.292 3.434 -1.127 -0.018 1.044 -0.707
H 0.104 5.361 -0.693 -1.348 1.321 0.271 0.662
H 0.146 3.679 -1.437 0.906 1.807 1.369 -0.206
H 1.275 4.878 -1.885 1.599 1.209 -1.807 0.266
H 2.284 3.221 4.165 0.622 0.282 -0.564 0.383
H 1.042 2.319 3.372 -0.459 -0.675 0.186 -0.007
H 0.735 3.962 3.867 0.146 0.277 -0.680 0.354
C -2.177 3.304 3.222 1.251 0.671 -1.276 -0.593
O -1.773 2.229 4.040 -1.591 -2.210 1.848 -0.192
C -2.681 1.298 4.330 -5.715 -3.056 -4.137 0.850
O -3.819 0.960 3.583 6.594 2.621 4.303 -0.664
O -2.293 0.543 5.347 0.238 0.956 0.019 -0.304
C -2.996 -0.627 5.764 -0.255 -1.157 1.297 -0.647
H -1.622 3.151 2.304 -0.048 0.374 -0.375 0.125
H -1.728 4.158 3.730 -0.710 0.352 -0.288 0.212
H -3.222 3.330 2.940 -0.204 -0.004 0.612 0.429
H -2.717 -1.508 5.189 -0.279 0.307 -0.709 0.241
H -4.082 -0.545 5.900 0.337 0.455 -0.765 0.315
H -2.641 -0.912 6.777 0.203 0.814 -0.468 0.280
C 5.572 -2.514 -0.491 1.759 -3.120 -1.215 -0.770
O 4.583 -1.576 -0.642 -3.252 3.133 0.230 0.042
C 3.477 -1.819 -1.346 -0.849 -7.271 -3.161 -0.057
O 3.305 -3.126 -1.944 0.761 8.353 3.384 -0.626
O 2.580 -0.799 -1.406 3.416 -0.820 2.115 1.091
C 1.493 -0.942 -2.272 -0.870 -1.351 -0.915 -1.206
H 5.928 -2.650 -1.546 0.096 -0.738 1.098 0.310
H 5.178 -3.466 -0.041 0.216 0.772 -0.796 0.277
H 6.448 -2.244 0.136 -1.044 0.868 -0.318 0.266
H 0.679 -0.237 -2.091 0.648 0.072 0.330 -0.033
H 1.113 -1.959 -2.158 -0.130 0.181 -0.371 0.526
H 1.921 -0.804 -3.247 -0.380 -0.066 -0.850 0.585
C 0.375 -0.559 4.270 0.105 -0.135 -0.463 -1.080
O 0.910 -0.854 2.961 0.253 0.459 -0.510 0.246
C 1.178 -2.077 2.594 -1.764 -7.126 4.038 0.142
O 0.901 -3.205 3.366 1.704 6.724 -4.310 -0.717
O 1.700 -2.155 1.369 -0.889 2.436 2.410 0.472
C 1.846 -3.391 0.777 1.575 -2.195 -0.178 -1.008
H 0.998 -0.992 5.008 0.695 -0.420 0.745 0.654
H -0.617 -0.931 4.406 -0.527 -0.520 -0.334 0.104
H 0.332 0.517 4.381 0.236 0.143 -0.274 0.228
H 1.319 -4.202 1.283 0.112 0.346 0.286 0.651
H 2.952 -3.637 0.749 -1.340 0.150 -0.187 -0.072
H 1.439 -3.271 -0.200 0.068 -0.208 -0.922 0.372
C 0.481 1.164 0.227 0.630 0.366 2.047 1.475
C -0.535 0.033 0.205 0.538 -0.791 0.141 0.031
C -1.454 0.148 1.458 -0.832 -1.491 -0.687 2.089
C -1.996 -1.150 1.941 0.379 0.047 0.183 -0.963
N -2.403 -2.135 2.381 0.093 0.330 -0.305 -0.801
H 0.044 2.035 0.773 0.277 -0.523 -0.546 -1.164
H 0.821 1.528 -0.712 0.049 0.158 -0.993 0.324
H 1.415 0.885 0.796 -0.961 0.076 -0.394 -0.666
H -0.044 -0.964 0.063 -0.204 0.728 0.850 -0.213
H -1.120 0.014 -0.708 -0.505 0.605 0.006 0.354
H -2.358 0.666 1.178 -0.253 0.613 -0.132 1.154
H -1.073 0.670 2.329 0.544 0.032 -0.195 -1.732
```
Forces are in eV/Å.

---

Computed, not measured: one molecule with the formula C4H11NO at a distorted geometry, with ωB97M-V/def2-TZVPD.

For the gap between HOMO and LUMO, the calculation gives 9.1 eV. Its net charge is 0. The value obtained for the maximum force is 3.694 eV/A. The SMILES is CNCCCO.

```
17
Properties=species:S:1:pos:R:3:forces:R:3:nbo_charge:R:1
C -0.997 -2.117 0.394 -1.468 2.336 -0.034 -0.420
N -1.050 -0.659 0.019 -0.321 -1.583 2.066 -0.645
C 0.048 -0.445 -0.917 -0.713 3.443 1.131 -0.233
C 0.110 1.173 -0.867 -1.198 -1.111 1.646 -0.410
C 1.128 1.623 0.212 -1.003 1.376 -2.604 -0.065
O 0.634 0.980 1.294 -1.516 -1.845 0.768 -0.727
H -1.849 -2.298 1.050 0.181 -0.404 0.044 0.194
H -1.117 -2.643 -0.532 -0.047 -0.681 -0.368 0.187
H -0.063 -2.347 0.856 0.749 -0.491 0.484 0.164
H -0.996 -0.044 0.931 0.349 -1.804 -2.805 0.390
H 1.006 -0.945 -0.574 -0.765 0.577 -0.699 0.167
H -0.282 -0.673 -1.943 0.386 -0.609 0.458 0.195
H 0.153 1.549 -1.836 0.962 0.948 -1.628 0.205
H -0.975 1.554 -0.521 2.432 -0.998 -0.528 0.211
H 1.008 2.710 0.353 0.499 -0.031 -0.231 0.157
H 2.172 1.351 0.027 -0.024 0.076 -0.338 0.160
H 1.070 1.233 2.053 1.501 0.799 2.638 0.471
```
Forces are in eV/Å.